Entry 1:
DFT (wB97M-V/def2-TZVPD) results for a molecular structure, C43H33ClF2HfN3O7S.

Element x y z (Å)
Hf 0.216 0.372 0.334
O -1.252 1.839 0.678
C -1.912 2.161 1.748
C -3.293 2.444 1.681
C -3.997 2.791 2.809
C -3.368 2.905 4.057
C -2.021 2.651 4.141
C -1.283 2.256 3.013
C 0.121 1.994 3.172
N 0.896 1.381 2.351
C 2.329 1.408 2.707
C 3.133 0.640 1.672
N 2.516 0.858 0.377
C 3.245 1.147 -0.630
C 2.772 1.460 -1.958
C 3.709 1.554 -2.993
C 3.337 1.914 -4.268
C 1.996 2.224 -4.512
C 1.057 2.161 -3.507
C 1.412 1.755 -2.205
O 0.499 1.699 -1.271
H -3.775 2.357 0.716
H -5.061 2.981 2.730
H -3.935 3.182 4.935
H -1.509 2.727 5.094
H 0.563 2.381 4.096
H 2.478 0.956 3.691
H 2.650 2.453 2.734
H 3.049 -0.422 1.911
H 4.183 0.947 1.685
H 4.330 1.195 -0.489
H 4.745 1.319 -2.774
H 4.067 1.961 -5.064
H 1.688 2.523 -5.507
H 0.020 2.418 -3.687
F -2.338 -1.448 5.069
C -2.417 -1.347 3.723
C -1.318 -0.925 3.008
C -1.372 -0.791 1.620
C -2.594 -1.102 0.978
C -3.666 -1.544 1.750
F -4.863 -1.867 1.187
C -3.613 -1.673 3.120
C -2.668 -0.916 -0.488
C -3.759 -1.252 -1.295
C -3.689 -1.061 -2.660
C -2.528 -0.555 -3.221
C -1.489 -0.238 -2.370
N -1.563 -0.391 -1.048
H -0.414 -0.715 3.563
H -4.470 -2.011 3.684
H -4.643 -1.684 -0.861
H -4.531 -1.336 -3.282
H -2.417 -0.415 -4.287
H -0.555 0.150 -2.750
O 7.087 -5.821 0.973
C 5.802 -6.211 1.210
O 5.518 -7.369 1.044
C 4.852 -5.167 1.654
C 5.174 -3.816 1.804
C 4.237 -2.896 2.229
C 2.909 -3.269 2.523
S 1.692 -2.137 2.997
C 2.602 -4.639 2.371
C 3.540 -5.555 1.950
H 7.173 -4.879 1.154
H 6.170 -3.437 1.587
H 4.528 -1.860 2.346
H 1.588 -4.954 2.580
H 3.279 -6.599 1.834
C -1.670 -4.397 1.642
C -1.819 -4.237 0.159
C -3.030 -4.420 -0.486
C -3.121 -4.280 -1.864
Cl -4.676 -4.467 -2.642
C -2.017 -3.960 -2.621
C -0.793 -3.759 -1.990
C -0.696 -3.892 -0.611
O 0.441 -3.704 0.096
C 1.636 -3.470 -0.612
C 1.740 -2.109 -1.303
O 2.478 -1.988 -2.260
O 1.049 -1.143 -0.783
H -2.643 -4.526 2.116
H -1.157 -3.539 2.080
H -1.052 -5.270 1.866
H -3.914 -4.662 0.091
H -2.104 -3.844 -3.693
H 0.066 -3.488 -2.588
H 1.811 -4.243 -1.364
H 2.432 -3.524 0.134

Summary:
E_HOMO	-4.42	eV
DFT total energy	-3455.842000	Ha
Kohn-Sham gap	6.34	eV
charge	-1
LUMO level	0.071	Eh

---

Entry 2:
DFT (wB97M-V/def2-TZVPD) results for a molecular structure, C43H33ClN3PSe2Te2Ti.

Element x y z (Å)
Ti 0.460 1.218 1.544
C 1.332 4.924 3.638
C 1.573 3.757 2.932
N 0.588 3.065 2.306
C -0.682 3.651 2.287
C -0.969 4.857 2.953
C 0.072 5.474 3.695
C -2.253 5.425 2.796
C -3.176 4.838 1.962
C -2.893 3.651 1.279
C -1.662 3.031 1.457
N -1.223 1.869 0.869
C -1.552 1.313 -0.372
C -2.821 1.049 -0.835
C -3.001 0.499 -2.106
C -1.903 0.205 -2.878
C -0.578 0.419 -2.442
C 1.803 0.672 -3.544
C 2.422 1.388 -2.394
C 1.970 1.613 -1.150
N 0.773 1.377 -0.538
C -0.386 1.004 -1.169
H 2.167 5.374 4.160
H 2.564 3.331 2.889
H -0.128 6.381 4.251
H -2.482 6.349 3.314
H -4.145 5.304 1.824
H -3.629 3.211 0.622
H -3.674 1.258 -0.201
H -4.000 0.316 -2.481
H -2.047 -0.196 -3.873
H 2.513 -0.100 -3.866
H 3.448 1.695 -2.575
H 2.685 2.070 -0.469
Se 2.236 -0.823 1.235
Te 2.314 1.537 5.804
Te 5.128 1.789 4.137
Se 2.920 0.711 3.453
Cl -6.354 -0.716 1.912
C -4.659 -0.482 2.324
C -3.709 -1.365 1.842
C -2.375 -1.163 2.157
C -1.953 -0.087 2.951
C -0.523 0.162 3.224
C -2.953 0.768 3.435
C -4.291 0.586 3.123
H -4.002 -2.196 1.214
H -1.637 -1.853 1.767
H 0.017 -0.779 3.354
H -0.385 0.788 4.110
H -2.668 1.608 4.059
H -5.042 1.273 3.492
C 4.980 -4.573 -1.790
C 4.355 -4.780 -0.565
C 3.274 -3.997 -0.191
C 2.791 -2.995 -1.032
C 3.431 -2.795 -2.254
C 4.517 -3.575 -2.633
P 1.398 -1.851 -0.642
C 0.480 -0.025 -3.362
C 0.288 -1.105 -4.174
C 1.021 -1.387 -5.371
C 1.583 -0.467 -6.209
C 1.564 0.952 -5.989
C 1.536 1.507 -4.759
C 0.184 -3.033 0.100
C 0.273 -3.594 1.375
C -0.730 -4.419 1.860
C -1.855 -4.684 1.088
C -1.968 -4.119 -0.173
C -0.953 -3.302 -0.660
H 5.828 -5.183 -2.080
H 4.720 -5.547 0.108
H 2.808 -4.161 0.772
H 3.068 -2.016 -2.915
H 4.997 -3.400 -3.589
H -0.510 -1.796 -3.929
H 0.978 -2.412 -5.730
H 1.934 -0.820 -7.175
H 1.507 1.592 -6.864
H 1.346 2.567 -4.621
H 1.118 -3.346 2.005
H -0.644 -4.835 2.857
H -2.650 -5.309 1.479
H -2.850 -4.298 -0.776
H -1.053 -2.844 -1.638

Summary:
E_HOMO (alpha / beta)	-0.99 / -1.82	eV
DFT total energy	-8812.683095	Ha
Kohn-Sham gap (alpha / beta)	4.83 / 5.54	eV
charge	-2
2S+1	3
LUMO level (alpha / beta)	0.141 / 0.137	Eh

---

Entry 3:
DFT (wB97M-V/def2-TZVPD) results for a molecular structure, C43H34Br4F2N7O9Ta.

Element x y z (Å)
Ta 1.066 -1.501 1.203
Br 1.907 5.540 2.522
C 2.152 3.728 2.079
C 3.267 3.328 1.363
Br 4.624 4.566 0.939
C 3.374 1.996 0.946
Br 4.807 1.386 -0.119
C 2.407 1.073 1.289
O 2.363 -0.173 0.883
C 1.315 1.448 2.136
O 0.488 0.542 2.495
C 1.191 2.799 2.453
Br -0.417 3.294 3.298
C -6.139 1.470 1.702
C -5.740 0.924 0.334
N -4.298 0.886 0.194
C -3.661 -0.219 0.661
C -2.321 -0.401 0.705
C -1.883 -1.737 1.327
O -2.700 -2.637 1.313
O -0.741 -1.750 1.888
C -1.440 0.617 0.173
O -0.219 0.549 0.056
C -2.150 1.834 -0.285
C -1.398 2.912 -0.746
C -2.004 4.047 -1.224
F -1.226 5.044 -1.707
C -3.397 4.179 -1.238
C -4.142 3.134 -0.712
C -3.555 1.943 -0.261
N -4.091 5.325 -1.703
C -3.373 6.572 -1.899
C -4.420 7.695 -2.058
N -5.702 7.184 -1.512
C -6.260 6.125 -2.391
C -5.100 5.163 -2.732
H -7.220 1.466 1.810
H -5.760 2.479 1.845
H -5.718 0.841 2.480
H -6.175 1.518 -0.472
H -6.106 -0.099 0.227
H -4.293 -1.026 1.015
H -0.322 2.830 -0.746
H -5.209 3.262 -0.650
H -2.719 6.566 -2.780
H -2.751 6.755 -1.023
H -4.570 7.970 -3.104
H -4.116 8.584 -1.507
H -6.380 7.932 -1.348
H -5.459 6.725 -0.621
H -6.679 6.579 -3.292
H -7.061 5.617 -1.851
H -4.698 5.403 -3.728
H -5.456 4.136 -2.764
O 3.511 -2.407 1.920
N 3.588 -2.439 3.171
N 2.523 -2.137 3.795
O 1.402 -1.831 3.152
C 2.539 -2.035 5.198
C 1.665 -1.145 5.814
C 1.696 -1.018 7.191
C 2.579 -1.780 7.940
C 3.435 -2.679 7.318
C 3.424 -2.808 5.941
H 0.981 -0.577 5.202
H 1.024 -0.335 7.691
H 2.588 -1.686 9.017
H 4.092 -3.290 7.921
H 4.075 -3.504 5.437
F -0.082 -1.954 -0.444
O 1.227 -4.009 1.145
C 1.876 -3.799 0.116
N 2.324 -4.706 -0.770
C 2.905 -4.037 -1.918
C 2.769 -2.548 -1.468
O 3.092 -1.581 -2.116
N 2.232 -2.551 -0.236
C 2.159 -4.347 -3.201
C 1.606 -5.611 -3.381
C 0.946 -5.931 -4.553
C 0.844 -4.999 -5.570
C 1.381 -3.737 -5.390
C 2.038 -3.408 -4.216
C 4.374 -4.381 -2.086
C 5.214 -3.505 -2.762
C 6.559 -3.794 -2.893
C 7.076 -4.971 -2.379
C 6.240 -5.850 -1.713
C 4.894 -5.559 -1.565
H 1.979 -5.650 -0.789
H 1.686 -6.364 -2.611
H 0.519 -6.916 -4.667
H 0.343 -5.256 -6.492
H 1.294 -2.998 -6.172
H 2.440 -2.416 -4.080
H 4.818 -2.579 -3.146
H 7.204 -3.090 -3.397
H 8.129 -5.194 -2.484
H 6.637 -6.768 -1.302
H 4.258 -6.246 -1.027

Summary:
E_HOMO	-6.27	eV
DFT total energy	-13272.339711	Ha
Kohn-Sham gap	4.40	eV
charge	0
LUMO level	-0.069	Eh